Entry 1:
10
Properties=species:S:1:pos:R:3:mulliken_charge:R:1 method="wB97M-V/def2-TZVPD" homo_energy_ev=-10.05 total_energy_ha=-5302.7453 homo_lumo_gap_ev=10.203 relative_energy_kcal_mol=31.7 smiles="C=C1CC1(Br)Br"
C -0.5681 0.1201 1.2274 -0.7152
C 0.5120 -0.0144 0.4304 0.4054
C 0.7594 0.0394 -1.0525 -0.6721
C 1.8917 -0.0498 -0.0517 0.1756
Br 2.9772 -1.6380 0.0139 -0.0937
Br 2.9403 1.6169 0.0339 -0.1176
H -0.5244 0.2616 2.2818 0.2712
H -1.5363 0.2424 0.8138 0.2657
H 0.5193 -0.8958 -1.4335 0.2651
H 0.5854 0.8021 -1.8866 0.2157

Entry 2:
13
Properties=species:S:1:pos:R:3:mulliken_charge:R:1 method="wB97M-V/def2-TZVPD" homo_energy_ev="-9.62 / -9.62" total_energy_ha=-489.8741 homo_lumo_gap_ev="9.003 / 9.003" relative_energy_kcal_mol=131.7
C -1.0313 0.9380 -0.2913 -0.2521
C 0.0919 0.1449 -0.4608 0.1854
C 0.7215 -0.9224 0.2787 0.8420
C -0.1526 -1.1107 1.5029 -1.1909
N -1.0687 1.9039 -1.1409 -0.3827
N 0.8450 0.7589 -1.5780 0.6856
O 1.8177 0.4983 -2.2394 -0.5775
O 1.7363 -1.4591 -0.0357 -0.5242
O 0.0002 1.8565 -1.9223 -0.1417
H -1.6877 0.8407 0.5716 0.3841
H -1.2051 -1.3549 1.1421 0.3323
H -0.1852 -0.1208 2.0269 0.3256
H 0.1179 -1.9733 2.1463 0.3141

Entry 3:
16
Properties=species:S:1:pos:R:3:mulliken_charge:R:1 method="wB97M-V/def2-TZVPD" homo_energy_ev=-9.73 total_energy_ha=-308.8417 homo_lumo_gap_ev=10.712 relative_energy_kcal_mol=35.4 smiles=CO[C@@H](C)CO
C 1.8179 0.8385 0.2904 -0.6989
O 0.5283 0.4645 0.7104 -0.3974
C -0.2142 -0.1607 -0.3256 0.6682
C 0.1310 -1.6466 -0.4492 -1.4129
C -1.6896 0.2516 -0.2608 -0.6299
O -1.9518 1.0108 -1.4572 -0.5494
H 2.4496 -0.0263 0.0377 0.2799
H 1.7610 1.4889 -0.5958 0.2952
H 2.2933 1.3882 1.1068 0.2616
H -0.0486 0.3456 -1.2926 0.2234
H 1.1443 -1.7504 -0.8532 0.3371
H -0.5500 -2.1428 -1.1479 0.4298
H 0.1028 -2.1833 0.5070 0.3224
H -2.3783 -0.5973 -0.3155 0.3117
H -1.8987 0.8390 0.6415 0.2534
H -1.5989 1.9077 -1.3670 0.3058

Entry 4:
17
Properties=species:S:1:pos:R:3:mulliken_charge:R:1 method="wB97M-V/def2-TZVPD" homo_energy_ev=-2.77 total_energy_ha=-326.3895 homo_lumo_gap_ev=6.529 relative_energy_kcal_mol=60.1 total_charge=-1
C 1.0574 -1.5192 0.5508 0.0427
C 0.5524 -0.5117 -0.1892 0.0052
C 2.1117 -1.5178 1.6208 -0.9882
C -0.3667 -0.6588 -1.3024 -0.7017
C -1.8536 2.9587 -0.4151 -0.4964
N -2.0878 1.8431 0.1227 -0.4166
O -2.7301 0.8577 -0.5940 -0.6767
H 0.7704 -2.5780 0.1340 0.1255
H 1.8952 -1.9311 2.6423 0.2547
H 2.4906 -0.4333 1.6498 0.2438
H 3.0465 -2.1185 1.5174 0.2570
H 0.0670 -0.1443 -2.1920 0.2105
H -1.3506 -0.0347 -1.0815 0.1614
H -0.6979 -1.8007 -1.5032 0.2256
H -2.2697 3.3019 -1.3570 0.3853
H -1.4618 3.7111 0.3035 0.2367
H 0.8270 0.5759 0.0928 0.1313

Entry 5:
20
Properties=species:S:1:pos:R:3:mulliken_charge:R:1 method="wB97M-V/def2-TZVPD" homo_energy_ev=-11.04 total_energy_ha=-727.3863 homo_lumo_gap_ev=4.864 relative_energy_kcal_mol=66.3 total_charge=+1
O 2.0545 -1.1770 0.3457 -0.6011
C 0.9800 -1.5214 -0.2382 1.0075
O 0.8575 -1.2216 -1.4667 -0.6155
O -0.0424 -1.7898 0.5280 -0.3404
C -0.9107 -0.7767 1.0876 -0.3607
Pb 2.9833 -0.8336 -1.5345 1.1793
H -0.4535 0.0563 0.5335 0.4650
H -0.6441 -1.0239 2.1257 0.1662
C -2.6223 -1.3423 1.4842 -0.5387
C -3.2670 -0.2684 0.7671 -0.3723
H -2.6806 -2.3456 1.0475 0.3058
H -2.8296 -1.3259 2.5617 0.3420
H -4.1301 -0.5391 0.1502 0.3010
C -2.4700 0.7970 0.3534 -0.2120
C -2.8412 1.5081 -0.9215 -0.6307
O -1.7770 2.3583 -1.3131 -0.5220
H -1.9432 1.4405 1.0673 0.5020
H -3.7587 2.0971 -0.7480 0.2590
H -3.0643 0.7723 -1.7136 0.3589
H -1.4726 2.0976 -2.1858 0.3068